# 1
This record from the OMol25 dataset describes a molecular structure, C11H21BrN2PReSbSe4. The level of theory is ωB97M-V with the def2-TZVPD basis set.

```
42
Properties=species:S:1:pos:R:3
Re -0.08058 -0.12810 0.74772
N 0.44337 0.41134 2.79882
C 1.12912 1.73342 2.95028
C 0.47187 2.67107 1.97442
N 0.52444 2.02708 0.62782
H -0.45702 0.45802 3.28560
H 0.95438 -0.31555 3.30347
H 2.18477 1.59871 2.71126
H 1.05600 2.09748 3.97337
H 0.97069 3.63929 1.96766
H -0.57505 2.83610 2.23726
H 1.47936 2.10063 0.28517
H -0.03730 2.57400 -0.01937
Se -2.93094 -2.59232 2.43356
Sb -2.18844 -4.13534 0.56691
Se -0.95673 -0.87277 -1.46743
Se -0.64355 -2.42509 1.79610
Se -2.48351 -2.60362 -1.52454
Br -5.17016 3.78175 -0.30248
C -3.80686 2.55855 -0.37612
C -2.74084 2.76731 -1.27707
C -1.75349 1.82651 -1.37334
C -1.80344 0.65143 -0.56628
C -2.89877 0.44618 0.30761
C -3.86508 1.41260 0.43734
H -2.72891 3.65012 -1.90331
H -0.94759 1.96612 -2.08705
H -2.99234 -0.47822 0.87069
H -4.69294 1.27909 1.12103
C 3.19680 0.66125 -0.59673
P 2.12497 -0.68780 -0.04601
C 2.18569 -1.89456 -1.38741
C 3.00675 -1.48499 1.32737
H 4.13577 0.22797 -0.94692
H 3.43930 1.35178 0.21410
H 2.74424 1.20353 -1.42961
H 3.22494 -2.17056 -1.57616
H 1.77203 -1.47452 -2.30483
H 1.63143 -2.79318 -1.11252
H 3.96659 -1.86522 0.97065
H 2.42992 -2.32604 1.71426
H 3.20611 -0.77734 2.13442
```

Output
* net charge: +3
* LUMO level (spin up / spin down): -11.53 / -11.53 eV
* HOMO (spin up / spin down): -17.64 / -17.64 eV


# 2
This record from the OMol25 dataset describes a single C5H6O molecule at a distorted geometry. The level of theory is ωB97M-V with the def2-TZVPD basis set.

```
12
Properties=species:S:1:pos:R:3
C 1.25485 -1.34685 -0.41976
C 0.44850 -0.44841 0.69700
C -0.54176 0.25626 -0.18797
O -0.73868 -0.20648 -1.29219
C -1.23455 1.49991 0.12936
C -1.87884 2.51730 0.17521
H 1.88822 -2.05028 0.10631
H 1.82775 -0.73421 -1.13286
H 0.61521 -1.96675 -1.09699
H 0.84824 0.26887 1.47803
H -0.03276 -1.20418 1.32662
H -2.45619 3.41482 0.21725
```

Output
* net charge: 0
* SMILES string: C#CC(=O)CC
* LUMO level: 0.35 eV
* HOMO: -10.05 eV


# 3
This record from the OMol25 dataset describes a molecular structure, C29H30ClN6O8S2Tl at a distorted geometry. The level of theory is ωB97M-V with the def2-TZVPD basis set.

```
77
Properties=species:S:1:pos:R:3
Tl -1.03310 0.32628 1.07014
C -0.87396 -2.60731 1.12584
C -2.09728 -3.16130 1.29009
C -2.66243 -2.68523 2.52108
C -1.79309 -1.82392 3.10562
C -0.64026 -1.68004 2.24302
H -0.16508 -2.78733 0.33937
H -2.58186 -3.84580 0.61983
H -3.61041 -3.00138 2.91275
H -1.90271 -1.31801 4.04395
H 0.34649 -1.49125 2.64159
N 0.25477 -3.40484 -4.44025
C -0.39888 -2.38795 -3.79451
C -1.64572 -2.60890 -3.19408
C -2.34195 -1.55532 -2.63946
C -1.80714 -0.27922 -2.66980
C -0.56859 -0.04601 -3.23611
C 0.13451 -1.09357 -3.79494
S -2.79773 1.06313 -2.06595
O -2.12492 2.30511 -2.36141
O -4.12935 0.90418 -2.56823
N -2.74621 0.78057 -0.44139
C -3.69558 1.00404 0.44982
N -4.88588 1.52773 0.13974
C -5.76101 1.66741 1.11139
C -5.51371 1.30266 2.43132
C -4.24656 0.79858 2.68043
N -3.36521 0.65513 1.71571
H -0.05825 -4.34418 -4.27197
H 1.22731 -3.28333 -4.66367
H -2.06495 -3.60592 -3.18614
H -3.31026 -1.69611 -2.18597
H -0.19170 0.96464 -3.25614
H 1.09879 -0.92137 -4.25260
H -6.70740 2.09433 0.80575
H -6.24139 1.41595 3.21804
H -3.92397 0.49249 3.66582
O 1.03623 -0.24655 -0.32294
S 2.00939 -0.45046 0.79821
C 3.39174 0.65871 0.45378
C 4.11200 1.12111 1.54234
C 5.15123 2.01094 1.33468
C 5.45584 2.42951 0.04919
C 4.71381 1.97903 -1.03007
C 3.67420 1.08602 -0.83051
C 2.86670 -1.99786 0.35842
C 2.64733 -2.66124 -0.83432
C 3.19210 -3.92242 -1.01591
C 3.93921 -4.50867 -0.00766
C 4.15048 -3.84019 1.18829
C 3.61238 -2.58022 1.37259
H 3.84143 0.79994 2.53635
H 5.71713 2.38466 2.17404
H 6.27108 3.11898 -0.10742
H 4.95017 2.32817 -2.02394
H 3.08403 0.71820 -1.65707
H 2.03614 -2.19419 -1.59258
H 3.02614 -4.46105 -1.93714
H 4.34575 -5.49893 -0.14469
H 4.71878 -4.30739 1.97797
H 3.74304 -2.04563 2.30155
O 0.71499 2.11600 4.55748
Cl 0.43007 2.20129 3.17719
O 0.90508 3.40629 2.63679
O 1.06877 1.07290 2.51875
O -0.98862 2.05557 2.98213
C -2.24208 4.41373 0.39638
N -1.14841 4.32039 -0.54645
C -0.36033 3.22987 -0.57535
N 0.54031 3.14984 -1.59076
O -0.33946 2.40844 0.34913
H -2.47332 5.46478 0.56745
H -1.93087 3.94235 1.32937
H -3.13174 3.89903 0.01546
H -1.26574 4.83176 -1.40654
H 0.35530 3.63590 -2.45104
H 1.00439 2.25750 -1.65181
```

Output
* net charge: 0
* LUMO level: -0.80 eV
* HOMO: -8.38 eV


# 4
This record from the OMol25 dataset describes a single C6H8OS molecule at a distorted geometry. The level of theory is ωB97M-V with the def2-TZVPD basis set.

```
16
Properties=species:S:1:pos:R:3
C -0.59616 2.07806 -0.40081
C -0.06579 0.87773 -0.16417
C 0.51516 0.42789 1.17489
C 0.91192 -0.98741 0.90119
C -0.74495 -1.41062 -0.64050
C 0.12358 -0.20830 -1.13810
H -0.72868 2.65095 0.57103
H -1.09435 2.39752 -1.32255
H -0.27266 0.50062 1.99018
H 1.41895 1.02371 1.45556
H 1.56587 -1.46113 1.59415
H -1.74804 -1.06558 -0.47284
H -0.75802 -2.24858 -1.34358
H -0.08961 0.06906 -2.13546
O -0.21729 -1.79588 0.67561
S 1.78008 -0.84804 -0.74460
```

Output
* net charge: 0
* SMILES string: C=C1C[C@H]2OC[C@@H]1S2
* LUMO level: 0.83 eV
* HOMO: -8.93 eV


# 5
This record from the OMol25 dataset describes a molecular structure, C48H41HgN3O4P2S. The level of theory is ωB97M-V with the def2-TZVPD basis set.

```
100
Properties=species:S:1:pos:R:3
Hg 0.63741 -1.45344 1.22194
C 4.40165 -0.29990 6.84984
C 3.55901 0.18958 5.70315
C 2.31162 -0.36366 5.44920
C 1.53705 0.08663 4.38641
C 2.02482 1.08260 3.55911
C 3.26608 1.65523 3.80086
C 4.02012 1.21128 4.87202
S 1.11745 1.53630 2.10157
O -0.27538 1.19237 2.36803
O 1.39038 2.92779 1.80810
N 1.82144 0.52052 1.10059
C 1.56189 0.60706 -0.30283
C 2.10271 1.71778 -1.04914
C 2.41934 1.69921 -2.35274
C 0.81072 -0.03022 -3.24215
C 0.41894 -0.74666 -1.98658
N 0.90489 -0.44081 -0.76395
H 3.98540 -1.20978 7.27998
H 4.46540 0.44951 7.64168
H 5.42110 -0.51541 6.52459
H 1.94643 -1.17614 6.06540
H 0.56667 -0.35119 4.18736
H 3.62803 2.42946 3.13856
H 4.99286 1.65185 5.06099
H 2.24486 2.62626 -0.47507
H 2.71948 2.61640 -2.84545
H 0.74828 -0.77854 -4.04567
H 0.10727 -1.78307 -2.08063
O 2.19249 -3.54165 4.42579
C 1.93675 -3.05466 3.33586
O 0.75399 -2.76162 2.91817
C 3.10871 -2.78223 2.39874
C 4.36690 -2.46512 2.96542
C 5.39798 -2.18048 2.12486
C 5.20706 -2.25885 0.72267
C 6.23916 -2.00977 -0.21246
C 5.99947 -2.13030 -1.55150
C 4.71690 -2.49970 -2.01525
C 3.69798 -2.72781 -1.13555
C 3.92664 -2.61244 0.25432
N 2.89280 -2.84712 1.10982
H 4.45777 -2.43825 4.04101
H 6.36994 -1.89461 2.51056
H 7.21826 -1.72399 0.15261
H 6.78971 -1.93336 -2.26491
H 4.53660 -2.57785 -3.08032
H 2.69918 -2.97514 -1.47207
C -2.90323 -0.96150 -1.42947
C -2.53447 -0.25537 -2.71866
P -1.42165 1.19144 -2.34703
C -2.51341 2.56428 -2.93257
C -3.19535 2.57424 -4.15114
C -4.04158 3.61674 -4.48991
C -4.22587 4.67614 -3.60804
C -3.55897 4.68088 -2.39367
C -2.71133 3.63049 -2.06149
C -0.12672 1.08988 -3.59388
C 2.30729 0.46180 -3.18107
C 2.91294 0.62527 -4.53397
C 2.37834 1.37001 -5.53249
C 1.15079 2.09637 -5.50314
C 0.07928 2.00104 -4.59927
P -3.61890 0.20553 -0.17636
C -5.39652 -0.24365 -0.30139
C -6.17383 0.54258 -1.15065
C -7.51455 0.25419 -1.36109
C -8.10436 -0.81645 -0.70564
C -7.34490 -1.59660 0.15615
C -6.00134 -1.31526 0.35172
C -3.12552 -0.61478 1.38526
C -3.10832 0.16572 2.53597
C -2.72793 -0.37108 3.75743
C -2.34168 -1.69755 3.84571
C -2.34977 -2.49359 2.70599
C -2.73918 -1.95556 1.48705
H -1.99125 -1.38440 -1.00480
H -3.60813 -1.77753 -1.62155
H -3.42838 0.07937 -3.25190
H -1.99545 -0.93962 -3.37640
H -3.05330 1.75599 -4.84874
H -4.55780 3.60704 -5.44227
H -4.89009 5.49116 -3.86841
H -3.70011 5.49964 -1.69933
H -2.20006 3.62676 -1.10554
H 2.84326 -0.33592 -2.66596
H 3.86878 0.14262 -4.71414
H 2.96442 1.47499 -6.44066
H 1.02355 2.82193 -6.30013
H -0.69829 2.74250 -4.74900
H -5.71878 1.39267 -1.64800
H -8.10040 0.87392 -2.02809
H -9.15281 -1.03854 -0.85833
H -7.80137 -2.42814 0.67860
H -5.42016 -1.92651 1.03197
H -3.34500 1.21972 2.46323
H -2.68609 0.26538 4.63178
H -2.00567 -2.11036 4.78775
H -2.02585 -3.52459 2.76468
H -2.73448 -2.58933 0.60795
```

Output
* 2S+1: 2
* net charge: -1
* LUMO level (spin up / spin down): 2.08 / 1.87 eV
* HOMO (spin up / spin down): -3.17 / -3.18 eV